[1]
{
  "formula": "C4H10O2",
  "method": "wB97M-V/def2-TZVPD",
  "symbols": ["O", "O", "C", "C", "C", "C", "H", "H", "H", "H", "H", "H", "H", "H", "H", "H"],
  "positions_angstrom": [[-1.44147, 0.95446, -2.05540], [0.58772, 1.34391, -0.54802], [-0.29929, 0.37950, -0.09462], [-1.00754, -0.17203, -1.31236], [1.53733, -0.40187, 1.70132], [0.44864, -0.77144, 0.68084], [0.05533, 1.71552, -1.28543], [-0.37020, -0.76633, -1.98004], [1.90008, -1.29003, 2.24395], [0.91175, -1.48815, -0.03305], [1.14031, 0.29635, 2.43997], [-1.43649, 1.00257, 0.38233], [2.41001, 0.05669, 1.22338], [-1.83613, -0.77332, -0.94069], [-0.33516, -1.34989, 1.17548], [-2.26491, 1.26408, -1.59767]],
  "lowdin_charge": [-0.0898, -0.0311, -0.4063, -0.2713, -0.1082, -0.1954, 0.0866, 0.1344, 0.0722, 0.1181, 0.0710, 0.2071, 0.0718, 0.1212, 0.1033, 0.1163],
  "spin_multiplicity": 1,
  "homo_ev": -9.8,
  "lumo_ev": 0.78
}


[2]
{
  "formula": "C4H10O2",
  "method": "wB97M-V/def2-TZVPD",
  "symbols": ["O", "O", "C", "C", "C", "C", "H", "H", "H", "H", "H", "H", "H", "H", "H", "H"],
  "positions_angstrom": [[0.94257, -1.53965, -0.00216], [-0.79190, 1.52116, -0.12716], [0.09841, 0.63935, 0.51484], [-0.61562, 2.86071, 0.24552], [0.73397, -2.78722, -0.61546], [-0.21811, -0.74679, -0.02675], [-0.81744, 3.01593, 1.31687], [-1.32527, 3.45121, -0.33956], [-1.03623, -1.21758, 0.54242], [-0.56459, -0.61432, -1.06338], [0.22737, -3.49683, 0.05682], [0.40528, 3.21308, 0.02826], [1.14689, 0.88418, 0.27967], [0.12532, -2.68328, -1.52730], [-0.02166, 0.69180, 1.60970], [1.71101, -3.19176, -0.89233]],
  "lowdin_charge": [-0.1858, -0.1950, -0.2100, -0.1223, -0.1203, -0.2184, 0.0886, 0.0888, 0.1319, 0.1274, 0.0892, 0.0898, 0.1315, 0.0875, 0.1290, 0.0880],
  "spin_multiplicity": 1,
  "smiles": "COCCOC",
  "homo_ev": -9.9,
  "lumo_ev": 1.11
}


no.,gap between HOMO and LUMO (eV)
1,10.54
2,10.98